16 unconnected molecules or ions with the total composition C32H96O32. Source: the Open Molecules 2025 dataset; level of theory: ωB97M-V with the def2-TZVPD basis set.

- orbital gap (eV) = 9.6063
- highest occupied orbital energy (hartree) = -0.3442
- LUMO level (eV) = 0.24
- electronic energy (Eh) = -3684.2550
- ΔE to the lowest compared entry with this formula, charge and spin (kcal/mol) = 36.5

The geometry in ORCA input format:
```
! RIJCOSX wB97M-V def2-TZVPD def2/J DEFGRID3
* xyz 0 1
C 17.125 17.400 18.331
C 16.684 18.605 19.199
O 15.322 18.998 18.943
O 16.758 17.613 16.986
H 16.510 16.560 18.689
H 18.203 17.081 18.457
H 17.325 19.493 19.072
H 16.841 18.273 20.226
H 14.748 18.328 19.350
H 16.097 18.298 16.879
C 7.626 10.308 14.182
C 8.088 11.698 13.670
O 9.514 11.649 13.445
O 8.124 10.103 15.457
H 7.904 9.566 13.429
H 6.540 10.280 14.264
H 7.788 12.359 14.480
H 7.546 11.962 12.773
H 9.581 11.353 12.492
H 9.074 9.938 15.354
C 10.656 11.775 18.119
C 10.267 12.744 17.017
O 11.040 12.557 15.810
O 10.669 10.401 17.694
H 9.920 11.879 18.931
H 11.723 12.078 18.255
H 10.400 13.785 17.362
H 9.248 12.740 16.695
H 10.635 11.939 15.186
H 11.519 10.232 17.198
C 9.737 17.406 15.293
C 11.036 18.135 14.863
O 10.883 19.486 14.928
O 9.296 17.890 16.603
H 9.829 16.352 15.459
H 9.114 17.553 14.433
H 11.306 17.885 13.811
H 11.881 17.851 15.500
H 10.159 19.720 14.346
H 9.571 18.797 16.523
C 18.158 15.176 13.538
C 18.478 15.449 15.000
O 17.943 14.311 15.757
O 16.773 14.979 13.286
H 18.676 14.346 13.084
H 18.490 16.090 13.026
H 18.009 16.347 15.397
H 19.557 15.446 15.223
H 18.370 14.385 16.664
H 16.451 14.170 13.750
C 11.365 11.261 10.058
C 11.555 9.741 10.122
O 11.653 9.279 11.468
O 10.036 11.614 10.565
H 11.474 11.631 9.021
H 12.154 11.709 10.651
H 12.504 9.587 9.607
H 10.766 9.192 9.617
H 11.858 8.325 11.529
H 9.950 12.575 10.578
C 15.649 9.998 19.549
C 14.983 8.916 20.343
O 14.319 8.039 19.340
O 16.673 9.491 18.728
H 16.062 10.700 20.225
H 14.936 10.617 18.979
H 14.176 9.290 20.947
H 15.722 8.321 20.887
H 13.961 7.246 19.794
H 16.279 8.883 18.089
C 10.071 14.719 12.285
C 11.459 14.167 12.785
O 11.644 14.638 14.091
O 9.802 14.621 10.901
H 9.980 15.759 12.628
H 9.334 14.153 12.894
H 12.194 14.561 12.091
H 11.380 13.073 12.694
H 11.377 13.903 14.680
H 10.408 15.251 10.502
C 18.472 10.222 15.592
C 18.772 11.072 14.352
O 19.623 12.191 14.667
O 17.421 10.874 16.375
H 19.341 10.143 16.211
H 18.073 9.200 15.325
H 17.853 11.506 13.965
H 19.343 10.533 13.572
H 19.078 12.883 15.025
H 17.506 10.745 17.311
C 13.432 8.874 15.805
C 14.891 8.878 15.342
O 15.638 8.252 16.425
O 13.259 9.717 16.941
H 13.171 7.858 16.096
H 12.842 9.201 14.937
H 15.198 9.864 15.199
H 15.117 8.347 14.413
H 15.005 7.555 16.677
H 13.631 9.197 17.705
C 15.104 10.709 11.495
C 15.157 12.238 11.515
O 14.211 12.744 10.591
O 15.780 10.144 10.381
H 14.061 10.442 11.518
H 15.640 10.335 12.373
H 16.143 12.535 11.171
H 14.987 12.635 12.504
H 14.539 13.540 10.168
H 15.863 10.776 9.670
C 18.766 11.379 9.051
C 18.624 12.086 10.388
O 18.265 11.200 11.452
O 17.488 11.017 8.500
H 19.293 10.439 9.164
H 19.251 12.086 8.371
H 17.945 12.941 10.113
H 19.545 12.581 10.739
H 17.463 10.754 11.159
H 17.621 10.360 7.826
C 13.309 14.525 19.203
C 13.399 15.905 18.681
O 13.287 16.837 19.752
O 12.169 14.381 20.008
H 14.141 14.283 19.847
H 13.213 13.717 18.438
H 12.506 16.092 18.056
H 14.250 16.161 18.064
H 12.576 17.462 19.565
H 12.229 15.070 20.673
C 14.143 14.263 15.877
C 14.284 12.798 15.372
O 15.558 12.685 14.654
O 15.191 14.403 16.852
H 13.220 14.519 16.372
H 14.196 14.892 14.963
H 13.586 12.486 14.614
H 14.276 12.001 16.111
H 16.266 12.257 15.169
H 16.024 14.594 16.408
C 14.930 17.550 12.881
C 13.673 16.710 12.860
O 12.806 16.889 11.776
O 15.700 17.029 11.802
H 15.412 17.469 13.827
H 14.703 18.609 12.695
H 13.081 16.779 13.753
H 14.039 15.663 12.855
H 13.395 17.131 11.061
H 15.926 16.150 12.141
C 16.834 13.598 20.078
C 18.109 13.258 19.316
O 18.613 14.328 18.540
O 17.037 14.846 20.739
H 16.529 12.785 20.744
H 16.043 13.688 19.321
H 17.925 12.381 18.682
H 18.917 12.874 19.983
H 18.193 15.144 18.873
H 16.155 15.088 21.073
*
```

Atom charges from the Mulliken analysis, given in e for atoms 1 to 99: C 0.55; C -0.93; O -0.54; O -0.48; H -0.38; H 0.53; H 0.30; H 0.37; H 0.34; H 0.35; C -0.70; C -0.57; O 0.00; O -0.50; H 0.26; H 0.43; H 0.30; H 0.52; H 0.02; H 0.23; C -0.23; C -0.40; O -0.51; O -0.62; H 0.43; H -0.09; H 0.27; H 0.33; H -0.16; H 0.45; C -0.17; C 0.35; O -0.58; O -0.57; H -0.11; H 0.42; H 0.08; H -0.11; H 0.37; H 0.40; C -0.62; C -0.25; O -0.36; O -0.05; H 0.18; H 0.45; H 0.12; H 0.47; H 0.15; H -0.13; C 0.50; C -0.84; O -0.40; O -0.62; H 0.42; H -0.41; H 0.37; H 0.45; H 0.24; H 0.28; C 0.42; C -0.73; O -0.48; O -0.60; H 0.18; H -0.15; H 0.37; H 0.35; H 0.26; H 0.46; C -0.84; C 0.56; O 1.61; O -0.65; H 0.36; H 0.02; H 0.14; H -0.21; H -0.63; H 0.41; C -0.70; C 0.49; O -0.70; O 0.10; H 0.36; H 0.25; H -0.61; H 0.39; H 0.38; H -0.05; C -0.65; C 0.82; O -0.54; O -0.38; H 0.54; H 0.16; H -0.73; H 0.17; H 0.31

A molecular structure, C18H15BeN3O3. Source: the Open Molecules 2025 dataset; level of theory: ωB97M-V with the def2-TZVPD basis set.

- orbital gap (eV) = 7.6240
- highest occupied orbital energy (hartree) = -0.5476
- LUMO level (eV) = -7.28
- electronic energy (Eh) = -1099.3283

The geometry in ORCA input format:
```
! RIJCOSX wB97M-V def2-TZVPD def2/J DEFGRID3
* xyz 2 1
Be 0.093 -0.133 -0.168
O -0.657 0.736 -1.298
C -0.557 0.532 -2.548
O 1.059 -1.191 -0.978
C 0.991 -1.298 -2.231
O 1.686 -2.177 -2.901
N 0.191 -0.528 -3.040
C 1.316 -2.044 -4.346
C 0.447 -0.825 -4.472
H 0.752 -2.951 -4.618
H 2.263 -1.938 -4.895
H -0.473 -1.047 -5.021
H 1.008 -0.026 -4.981
C -1.163 1.302 -3.566
C -1.337 2.646 -3.465
H -1.420 0.714 -4.456
H -0.963 3.225 -2.609
H -1.806 3.135 -4.322
C -2.217 -2.553 2.210
C -1.660 -2.022 1.036
N -0.819 -0.969 1.053
C -0.514 -0.476 2.281
C -1.023 -0.944 3.508
C -1.911 -2.025 3.458
C -0.606 -0.295 4.719
C 0.272 0.751 4.689
C 0.810 1.228 3.446
C 1.715 2.290 3.334
C 2.155 2.633 2.061
C 1.710 1.938 0.924
N 0.841 0.913 1.003
C 0.412 0.596 2.251
H -2.903 -3.388 2.117
H -1.896 -2.437 0.056
H -2.323 -2.402 4.399
H -1.006 -0.655 5.668
H 0.583 1.242 5.612
H 2.036 2.796 4.248
H 2.858 3.447 1.921
H 2.057 2.203 -0.075
*
```

Charges computed using Mulliken, reported in e: Be -0.09; O -0.32; C 1.11; O -0.33; C 0.60; O -0.31; N 0.24; C -0.41; C -0.58; H 0.30; H 0.33; H 0.39; H 0.37; C -0.54; C -0.79; H 0.36; H 0.28; H 0.33; C -0.89; C 0.14; N 0.28; C 0.05; C 0.82; C -0.58; C -0.97; C -0.96; C 0.79; C -0.59; C -0.88; C 0.09; N 0.10; C 0.15; H 0.39; H 0.46; H 0.48; H 0.41; H 0.41; H 0.49; H 0.40; H 0.48

A single C5H7NO molecule. Source: the Open Molecules 2025 dataset; level of theory: ωB97M-V with the def2-TZVPD basis set.

- orbital gap (eV) = 10.4473
- highest occupied orbital energy (hartree) = -0.3504
- structure (SMILES) = O=CN1CC12CC2
- LUMO level (eV) = 0.91
- electronic energy (Eh) = -324.5845
- ΔE to the lowest compared entry with this formula, charge and spin (kcal/mol) = 87.8

The geometry in ORCA input format:
```
! RIJCOSX wB97M-V def2-TZVPD def2/J DEFGRID3
* xyz 0 1
C 0.051 -1.140 1.982
C -1.002 0.459 -1.389
C -0.489 1.539 -0.410
C 1.258 -0.555 -0.154
C 0.021 0.193 -0.333
N 0.162 -0.892 0.669
O -1.028 -1.003 2.590
H 0.991 -1.783 2.254
H -1.954 -0.077 -1.279
H -0.559 0.336 -2.453
H 0.289 2.098 -0.966
H -1.164 1.849 0.272
H 1.476 -1.183 -1.003
H 1.948 0.158 0.221
*
```

Charges computed using Mulliken, reported in e: C 0.15; C -0.71; C -0.61; C -0.43; C 0.43; N -0.13; O -0.58; H 0.25; H 0.28; H 0.20; H 0.21; H 0.33; H 0.28; H 0.33

For each record above, in turn, the calculated M values are 993.088; 330.348; 97.117 g/mol.